[1]
Below is a molecular structure, C31H50BN6PdS3Si at a distorted geometry, with properties calculated with the ωB97M-V functional and the def2-TZVPD basis.

Calculated values
- LUMO (eV) = 2.34
- net charge = -1
- 2S+1 = 1
- max |F| (eV/A) = 2.82
- ΔE to the lowest compared entry with this formula, charge and spin (eV) = 0.425

Element x y z (Å)
Pd (-0.37438, -1.85478, 2.12381)
C (-3.15758, -3.31588, -1.61509)
C (-1.95658, -2.43128, -1.57139)
C (-1.07328, -2.33638, -2.64579)
C (0.06332, -1.54538, -2.51189)
N (0.31732, -0.85908, -1.41279)
N (-0.50698, -0.95468, -0.36799)
B (-0.23028, -0.18968, 0.87901)
N (-1.26438, 0.90082, 1.15981)
N (-1.79198, 1.52382, 0.11451)
C (-2.70758, 2.44022, 0.26741)
C (-3.22418, 2.74912, 1.54791)
C (-2.65628, 2.15822, 2.64331)
C (-3.12588, 2.42422, 4.03211)
C (-1.58278, 1.24412, 2.44801)
S (-0.73808, 0.60902, 3.74521)
C (-3.14398, 3.21152, -0.96569)
C (-2.31178, 2.79042, -2.17599)
C (-4.62728, 2.96542, -1.26639)
C (-2.91988, 4.70902, -0.70859)
N (1.17432, 0.38692, 0.92531)
N (1.31272, 1.57002, 0.36101)
C (2.45802, 2.20342, 0.39551)
C (3.59342, 1.63152, 0.99541)
C (3.45822, 0.41052, 1.61851)
C (4.56882, -0.23578, 2.37421)
C (2.18772, -0.21928, 1.59911)
S (1.91262, -1.61608, 2.50571)
C (2.40622, 3.57042, -0.25939)
C (3.71332, 4.35282, -0.13129)
C (1.27112, 4.33662, 0.42921)
C (2.06962, 3.35942, -1.74169)
C (-1.63258, -1.74958, -0.40169)
S (-2.51228, -1.96998, 1.05681)
C (1.05072, -1.41888, -3.65549)
C (0.30672, -1.02068, -4.93779)
C (1.74072, -2.77218, -3.85879)
C (2.09872, -0.35288, -3.34469)
H (-3.18498, -3.87298, -2.54999)
H (-4.06218, -2.71638, -1.51489)
H (-3.13508, -4.00928, -0.77359)
H (-1.26998, -2.89538, -3.54859)
H (-4.04118, 3.44422, 1.68051)
H (-4.02798, 3.03142, 4.02461)
H (-2.34798, 2.93562, 4.59611)
H (-3.31558, 1.47642, 4.53331)
H (-2.42558, 1.72662, -2.35659)
H (-1.25968, 2.98222, -1.99059)
H (-2.62908, 3.34832, -3.05599)
H (-4.80198, 1.91012, -1.45929)
H (-4.92738, 3.53232, -2.14759)
H (-5.25928, 3.27072, -0.43549)
H (-1.87818, 4.89712, -0.45699)
H (-3.53868, 5.06702, 0.11161)
H (-3.17058, 5.27862, -1.60239)
H (4.54712, 2.13552, 0.99801)
H (5.45242, 0.39822, 2.39591)
H (4.81922, -1.19378, 1.92291)
H (4.23382, -0.45138, 3.39011)
H (4.00062, 4.46132, 0.91251)
H (3.58662, 5.34922, -0.55539)
H (4.51752, 3.85442, -0.66899)
H (1.48642, 4.44422, 1.49061)
H (0.34952, 3.77022, 0.32901)
H (1.14062, 5.32472, -0.00889)
H (2.87732, 2.82442, -2.23919)
H (1.91402, 4.30962, -2.25299)
H (1.16612, 2.75992, -1.82149)
H (-0.39518, -1.79198, -5.24429)
H (1.01882, -0.86948, -5.74849)
H (-0.24688, -0.09678, -4.78249)
H (1.00902, -3.55148, -4.05769)
H (2.29272, -3.04778, -2.96299)
H (2.43182, -2.72218, -4.69909)
H (1.61572, 0.60642, -3.18759)
H (2.80122, -0.26588, -4.17279)
H (2.64212, -0.60798, -2.44009)
C (0.87972, -4.41498, 0.87231)
Si (0.34432, -4.81258, 2.69501)
C (-0.39548, -6.58898, 2.67451)
C (1.95522, -4.92508, 3.73641)
C (-0.76618, -3.51878, 3.46581)
H (1.07312, -5.28738, 0.25101)
H (1.78842, -3.81188, 0.88861)
H (0.10402, -3.82668, 0.36671)
H (0.37612, -7.33078, 2.49131)
H (-1.16028, -6.70828, 1.91411)
H (-0.85588, -6.82088, 3.62981)
H (2.74562, -5.46638, 3.22211)
H (1.78102, -5.42048, 4.68741)
H (2.31692, -3.92248, 3.94111)
H (-0.49028, -3.22198, 4.48411)
H (-1.84738, -3.67398, 3.37971)


[2]
Below is a molecular structure, C32H53N7O3P2SSi2Sr, with properties calculated with the ωB97M-V functional and the def2-TZVPD basis.

Calculated values
- LUMO (eV) = 0.11
- net charge = 0
- 2S+1 = 1
- max |F| (eV/A) = 0.38
- ΔE to the lowest compared entry with this formula, charge and spin (eV) = 0.873

Element x y z (Å)
Sr (-0.29556, -0.06379, 1.29611)
C (1.11414, 2.23955, -1.39665)
N (0.06375, 3.19841, -0.93336)
C (0.21269, 4.46016, -1.70782)
P (0.55205, 3.63418, 0.97467)
O (0.23076, 2.35645, 1.64738)
O (-0.13561, 4.92185, 1.13303)
P (-1.54916, 2.38464, -1.23143)
O (-1.70105, 1.39612, -0.14627)
N (-1.48123, 1.65811, -2.68775)
C (-1.33136, 2.34582, -3.96067)
C (-1.37487, 0.18644, -2.73090)
N (-2.61619, 3.61189, -1.37641)
C (-3.82109, 3.44479, -2.19509)
C (-2.84877, 4.52501, -0.25100)
N (2.17421, 3.81870, 0.85830)
C (2.78536, 5.11894, 0.62718)
C (3.11623, 2.74679, 1.15021)
H (2.05485, 2.77678, -1.49107)
H (0.86804, 1.80008, -2.35634)
H (1.25243, 1.45125, -0.65974)
H (1.19259, 4.87939, -1.48765)
H (-0.55084, 5.16829, -1.40759)
H (0.15173, 4.25730, -2.77598)
H (-1.54163, 3.40802, -3.85049)
H (-2.03917, 1.93347, -4.68276)
H (-0.32166, 2.22471, -4.36632)
H (-0.35295, -0.16094, -2.55546)
H (-1.67573, -0.13445, -3.72749)
H (-2.05819, -0.25899, -2.01062)
H (-3.70865, 2.63730, -2.91069)
H (-4.02449, 4.37673, -2.72604)
H (-4.67603, 3.21414, -1.55546)
H (-3.06338, 5.52223, -0.64100)
H (-1.98014, 4.59938, 0.39691)
H (-3.70634, 4.18318, 0.33280)
H (3.39100, 5.10945, -0.28611)
H (3.44018, 5.37539, 1.46345)
H (2.01517, 5.88128, 0.54755)
H (2.59677, 1.84276, 1.46353)
H (3.77639, 3.04680, 1.96761)
H (3.73347, 2.52560, 0.27318)
C (5.33354, 0.96970, -1.90725)
N (4.53636, 0.10175, -1.06802)
C (4.80146, -0.22045, 0.25710)
C (3.86380, -1.09518, 0.65341)
N (3.01260, -1.29020, -0.42816)
C (3.44364, -0.56995, -1.51117)
S (2.83681, -0.57661, -3.07307)
C (1.98930, -2.28086, -0.48332)
C (2.35213, -3.61201, -0.49678)
C (1.34305, -4.56291, -0.55312)
C (0.02960, -4.14150, -0.62296)
C (-0.22574, -2.77942, -0.60057)
N (0.73111, -1.85247, -0.50511)
H (6.26265, 1.19466, -1.38908)
H (4.80067, 1.89703, -2.12292)
H (5.54146, 0.47150, -2.85211)
H (5.62097, 0.21730, 0.79814)
H (3.68087, -1.56115, 1.60494)
H (3.39711, -3.88706, -0.46883)
H (1.58582, -5.61707, -0.54493)
H (-0.79488, -4.84142, -0.65049)
H (-1.24340, -2.41109, -0.63510)
C (2.47959, -2.80292, 3.61899)
Si (1.82223, -0.99584, 3.50108)
C (3.38171, 0.03483, 3.96568)
C (0.82513, -0.87906, 5.13497)
H (2.99682, -2.96778, 4.57085)
H (3.17219, -3.09233, 2.82055)
H (1.64405, -3.50864, 3.57093)
H (3.84826, -0.34782, 4.88033)
H (3.09982, 1.07623, 4.15194)
H (4.14940, 0.04680, 3.18477)
H (1.43137, -1.18266, 5.99606)
H (-0.06120, -1.52024, 5.11152)
H (0.47872, 0.14244, 5.31792)
C (-4.87614, -0.99305, -2.80103)
C (-5.00931, -0.10043, -1.74094)
C (-4.47073, -0.40225, -0.50054)
C (-3.79253, -1.60658, -0.25160)
C (-3.68602, -2.48774, -1.33404)
C (-4.21129, -2.18979, -2.58900)
Si (-2.95847, -1.80950, 1.47457)
C (-2.61169, -3.68748, 1.65882)
C (-1.45855, -4.07703, 2.34879)
C (-1.10188, -5.41148, 2.49774)
C (-1.89116, -6.40363, 1.93387)
C (-3.04522, -6.04847, 1.24559)
C (-3.40034, -4.71098, 1.12196)
H (-5.30242, -0.76450, -3.77033)
H (-5.55201, 0.82756, -1.88314)
H (-4.57960, 0.31469, 0.30823)
H (-3.19815, -3.44792, -1.19907)
H (-4.11051, -2.90497, -3.39729)
H (-4.15419, -1.58637, 2.35839)
H (-0.81234, -3.31296, 2.77518)
H (-0.20402, -5.67349, 3.04533)
H (-1.61673, -7.44635, 2.03732)
H (-3.67596, -6.81711, 0.81450)
H (-4.31545, -4.45894, 0.59680)


[3]
Below is a single C15H12F3NO molecule at a distorted geometry, with properties calculated with the ωB97M-V functional and the def2-TZVPD basis.

Calculated values
- LUMO (eV) = 0.14
- net charge = 0
- 2S+1 = 1
- max |F| (eV/A) = 12.64

Element x y z (Å)
O (0.60711, -2.02259, 1.06215)
C (-0.11243, -1.33002, 0.43042)
N (-1.42465, -1.34794, 0.73038)
C (-2.66939, -0.82477, 0.23434)
C (-3.69241, -0.59141, 1.01001)
C (-4.92169, 0.12211, 0.76661)
C (-5.13285, 0.33246, -0.46926)
C (-4.09233, 0.08379, -1.65985)
C (-2.97297, -0.54194, -1.19378)
H (-2.14985, -0.95346, -1.82341)
H (-4.27032, 0.43305, -2.57551)
H (-6.04380, 1.04592, -1.08646)
H (-5.60435, 0.31971, 1.31147)
H (-3.55849, -0.52272, 2.25299)
H (-1.75211, -2.05964, 1.42758)
C (0.03542, -0.27959, -0.46070)
C (1.46283, 0.19221, -0.15289)
C (2.56020, -0.42375, -0.31103)
C (3.91547, 0.27908, -0.06478)
C (3.84698, 1.47837, 0.70007)
C (2.66253, 2.14276, 0.67979)
C (1.37506, 1.70572, 0.53802)
H (0.57945, 2.29003, 0.59352)
H (2.68368, 3.17584, 1.39795)
H (4.82831, 2.00869, 0.63846)
C (5.17084, -0.57468, -0.19563)
F (6.07103, -0.02542, -0.73396)
F (4.99444, -1.50590, -1.01227)
F (5.50827, -1.08346, 1.09208)
H (2.59402, -1.39369, -0.75934)
H (-0.65816, 0.62773, -0.67852)
H (0.16019, -0.75645, -1.68846)